# 1
The following is a DFT calculation (ωB97M-V with the def2-TZVPD basis set) of an isolated ion of composition C6H14NO and charge +1 in a non-equilibrium geometry.

```
! RIJCOSX wB97M-V def2-TZVPD def2/J DEFGRID3
* xyz 1 1
N 1.31714 0.33925 3.15199
C 0.79078 0.81793 1.79694
C 0.22610 -0.35999 1.01142
C -1.09714 -0.10369 0.31433
C -1.10243 0.85727 -0.84925
C -0.11076 0.61671 -2.00575
C -0.17106 -0.75297 -2.61082
O -0.30925 -1.75209 -1.94404
H 0.55397 0.30589 3.82627
H 1.78626 -0.55627 3.01654
H 2.01980 0.99142 3.50439
H 1.64194 1.29748 1.31689
H 0.02656 1.55050 2.00883
H 0.98309 -0.71995 0.30747
H 0.03144 -1.20919 1.67515
H -1.48924 -1.06781 0.01521
H -1.89056 0.15855 1.02090
H -0.89175 1.87312 -0.51896
H -2.09612 0.93330 -1.26518
H -0.24502 1.41869 -2.72059
H 0.92223 0.68238 -1.63352
H -0.13639 -0.89266 -3.70681
*
```

frontier orbital gap	8.7	eV
energy relative to the best compared isomer or geometry (same formula, charge and spin)	16.22	kcal/mol
lowest unoccupied orbital energy	-0.13891	Eh
SMILES	[NH3+]CCCCCC=O

# 2
The following is a DFT calculation (ωB97M-V with the def2-TZVPD basis set) of C6H14NO2 as an isolated structure in a non-equilibrium geometry.

```
! RIJCOSX wB97M-V def2-TZVPD def2/J DEFGRID3
* xyz 1 1
C 0.49900 -1.71876 -0.06473
C 1.99040 0.08042 -0.22696
C -0.47260 -0.46967 -0.00923
C -1.39965 -0.28750 -1.24916
C -1.24739 -0.55165 1.31604
C -0.21236 1.93797 -0.45980
N 0.27530 0.70637 0.17503
O 1.73519 -1.15352 -0.58772
O 2.54769 0.52333 0.92864
H 0.67433 -2.17508 0.96519
H 0.44388 -2.60154 -0.77378
H 2.30630 0.71413 -1.09370
H -2.43056 0.00177 -1.06522
H -1.53714 -1.27922 -1.61869
H -1.06531 0.18987 -2.11770
H -1.77942 0.34863 1.27032
H -0.64625 -0.64035 2.21371
H -1.93999 -1.34752 1.23143
H -0.55073 2.01791 -1.48149
H -1.11653 2.05029 0.07033
H 0.29933 2.79638 -0.10803
H 0.62630 0.99566 1.18567
H 3.00019 -0.13794 1.49984
*
```

frontier orbital gap	12.0	eV
energy relative to the best compared isomer or geometry (same formula, charge and spin)	46.01	kcal/mol
lowest unoccupied orbital energy	-0.10456	Eh

# 3
The following is a DFT calculation (ωB97M-V with the def2-TZVPD basis set) of the molecule C6H14NO2P in a non-equilibrium geometry.

```
! RIJCOSX wB97M-V def2-TZVPD def2/J DEFGRID3
* xyz 0 1
H 3.61582 2.15943 0.92752
N 2.88725 1.46046 0.93929
C 2.26210 0.91091 0.01159
P 0.71503 -0.15467 0.44875
O 1.29593 -1.53913 -0.18213
C 1.19098 -2.71843 0.64679
C -0.17988 -3.18895 0.66588
O -0.22302 0.28268 -0.73386
C -1.34832 1.15635 -0.81652
C -2.15594 1.37410 0.46561
C -0.95304 2.52335 -1.35648
H 2.58544 0.69025 -1.06371
H 1.83123 -3.48695 0.14159
H 1.57614 -2.61218 1.70210
H -0.80679 -2.34304 0.84923
H -0.52559 -3.54016 -0.36463
H -0.23430 -4.03015 1.37616
H -2.17307 0.54582 -1.45047
H -1.43880 1.67097 1.19877
H -2.58738 0.41185 0.80312
H -3.08100 2.01983 0.24601
H -0.18631 2.16867 -2.10430
H -1.62433 3.14883 -1.85848
H -0.44216 3.09019 -0.49181
*
```

frontier orbital gap	9.1	eV
energy relative to the best compared isomer or geometry (same formula, charge and spin)	48.35	kcal/mol
lowest unoccupied orbital energy	0.03878	Eh
SMILES	[H]/N=C/P(OCC)OC(C)C

# 4
The following is a DFT calculation (ωB97M-V with the def2-TZVPD basis set) of an isolated ion of composition C6H14NS and charge -1 in a non-equilibrium geometry.

```
! RIJCOSX wB97M-V def2-TZVPD def2/J DEFGRID3
* xyz -1 1
C -1.16670 0.65212 2.07332
C 0.26339 0.12600 1.89717
N 1.22809 1.02874 1.05038
C 0.77815 2.45529 1.18854
C 1.47809 0.46944 -0.29098
C 0.31108 0.21658 -1.20725
C -0.45722 -1.11575 -0.80140
S -1.06458 -2.09244 -2.13272
H -1.27030 1.24082 3.01930
H -1.49912 1.47562 1.42718
H -1.82649 -0.27656 2.08210
H 0.65083 0.05670 2.93591
H 0.27797 -0.80162 1.49161
H 0.85547 2.96223 0.14845
H -0.38537 2.47241 1.16153
H 1.20354 2.92860 2.00232
H 2.09990 -0.49368 -0.13684
H 2.13271 1.30286 -0.67434
H 0.48931 0.07403 -2.27213
H -0.44542 1.08224 -1.23417
H -1.33747 -0.78496 -0.09583
H 0.25040 -1.78294 -0.24067
*
```

frontier orbital gap	5.6	eV
energy relative to the best compared isomer or geometry (same formula, charge and spin)	56.70	kcal/mol
lowest unoccupied orbital energy	0.12496	Eh
SMILES	CCN(C)CCC[S-]

# 5
The following is a DFT calculation (ωB97M-V with the def2-TZVPD basis set) of a 2-piece molecular cluster, C6H14NS overall in a non-equilibrium geometry.

```
! RIJCOSX wB97M-V def2-TZVPD def2/J DEFGRID3
* xyz -1 1
C -0.35209 -1.51132 0.54922
C 0.29051 -1.73800 -0.81130
S -0.93843 -1.55182 -2.14267
C -1.04486 -0.15461 0.57797
N -0.09515 0.92569 1.67309
C 3.23183 1.50191 1.84987
C -0.24008 1.18339 0.36070
C -1.00717 2.43438 -0.06404
H 0.28200 -1.63517 1.42920
H -1.17735 -2.23237 0.59653
H 1.10776 -1.02821 -0.96708
H 0.74747 -2.73205 -0.81806
H -1.88272 -0.01971 1.27025
H -1.68131 -0.19878 -0.36234
H 2.14336 1.45880 1.77449
H 3.64767 2.03553 0.99392
H 3.52781 2.01257 2.76360
H 3.60983 0.48510 1.82516
H 0.61433 0.96601 -0.29708
H -0.31862 3.27466 -0.15194
H -1.51195 2.29442 -1.01635
H -1.74411 2.66786 0.70828
*
```

frontier orbital gap	6.5	eV
energy relative to the best compared isomer or geometry (same formula, charge and spin)	85.24	kcal/mol
lowest unoccupied orbital energy	0.13389	Eh

# 6
The following is a DFT calculation (ωB97M-V with the def2-TZVPD basis set) of a 2-piece molecular cluster, C6H14NSi overall in a non-equilibrium geometry.

```
! RIJCOSX wB97M-V def2-TZVPD def2/J DEFGRID3
* xyz 1 1
C 1.91894 0.21184 2.26661
C 1.01061 1.05219 0.05130
C 0.54582 0.27932 2.94099
C 1.71564 -0.08873 0.76688
C 0.21919 -0.07782 0.56721
C -2.37248 -1.16640 -2.50701
N -0.45216 0.12899 1.80728
Si -1.41903 -0.51275 -3.93529
H 2.47121 1.21999 2.44656
H 2.55657 -0.70038 2.52780
H 0.77811 2.04527 0.50612
H 1.25129 1.18302 -1.01528
H 0.56079 -0.46231 3.77884
H 0.34618 1.23116 3.43218
H 2.39088 -0.66395 0.22595
H -2.45190 -2.19294 -2.41208
H -3.07192 -0.51300 -2.07469
H -0.93298 -0.76231 2.01508
H -0.99701 0.94621 1.76190
H -0.04926 -1.01342 -3.89914
H -1.66200 0.88416 -4.27464
H -2.35649 -1.02816 -4.97654
*
```

frontier orbital gap (alpha / beta)	5.8 / 10.0	eV
energy relative to the best compared isomer or geometry (same formula, charge and spin)	159.21	kcal/mol
lowest unoccupied orbital energy (alpha / beta)	-0.20156 / -0.12557	Eh

Question: Look up the energy relative to the best compared isomer or geometry (same formula, charge and spin) of the third one.
Answer: 48.35 kcal/mol